# 1
ORCA calculation (ωB97M-V/def2-TZVPD) on 12 unconnected molecules or ions with the total composition C6H35NO12 in a non-equilibrium geometry.

```
54
Properties=species:S:1:pos:R:3
C -0.9579 1.3171 -0.0479
C -1.5115 1.5701 -1.4965
C -1.5961 3.0613 -1.7594
C -0.6667 0.7131 -2.4061
C -1.3791 0.0492 0.4592
N -0.6860 -0.4831 1.5678
C -0.3074 0.4621 2.6594
O -2.3551 -0.6130 0.0824
H -1.3218 2.1286 0.5456
H 0.1434 1.4956 -0.3166
H -2.7155 1.3663 -1.3843
H -2.6376 3.2915 -2.2539
H -1.2455 3.8325 -1.0133
H -0.9989 3.0943 -2.6092
H -1.0508 0.8804 -3.4425
H 0.4123 0.8324 -2.5092
H -0.9600 -0.3979 -2.0886
H -1.3161 -1.3084 1.9311
H 0.1467 1.3980 2.1776
H -1.1179 0.8007 3.2281
H 0.4204 0.0006 3.3035
H 3.0281 0.8506 -2.4242
H 2.9758 -0.4618 -1.7297
O 3.4811 0.5329 -1.7183
H -1.1027 -4.7023 1.4882
H -1.7789 -3.6216 2.1846
O -1.0672 -4.3373 2.3464
H 2.2843 -3.2101 -0.0434
H 2.4336 -4.7177 -0.4382
O 2.7452 -3.8273 -0.6916
H 0.0755 -3.3925 1.5374
H 1.5682 -3.8124 2.0364
O 1.0657 -3.3384 1.3601
H 3.7539 2.4547 0.7778
H 3.1065 1.9334 -0.5370
O 3.1229 2.7489 0.0335
H 0.8043 -1.4589 -3.7767
H 1.7522 -2.4301 -2.9717
O 1.3043 -1.5487 -2.8819
H -1.8915 3.5230 1.7438
H -1.0454 4.5278 0.9719
O -1.8227 4.3734 1.5937
H 2.6319 0.1675 0.3846
H 1.8594 -1.1051 0.6942
O 2.4854 -0.4865 1.0157
H -2.0361 -3.1964 -0.1842
H -0.6650 -2.9596 -0.4149
O -1.3147 -3.6781 -0.3491
H -2.8959 -1.5762 1.0794
H -3.6948 -2.4392 2.3220
O -2.8398 -2.2652 1.9175
H 1.4582 4.5361 0.7393
H 1.1483 4.8376 -0.7116
O 0.7709 4.5878 0.0185
```

SMILES = CNC(=O)CC(C)C.O.O.O.O.O.O.O.O.O.O.O
E_HOMO = -10.2276 eV
E_tot = -1207.11262 Eh
Charge = 0
Strongest force on any atom = 8.68 eV/Å
Orbital gap = 0.3793 Eh



# 2
ORCA calculation (ωB97M-V/def2-TZVPD) on a single C4H5N3O molecule in a non-equilibrium geometry.

```
13
Properties=species:S:1:pos:R:3
C 2.0321 0.3641 0.1965
C 0.5814 0.2890 0.2768
C -1.4823 -0.4213 0.0320
C -0.5124 1.4868 0.0065
H 2.1541 -1.6123 -0.0253
H 2.0753 1.0331 -0.7076
H 2.1582 1.1784 1.0549
H -3.3089 -0.8840 -0.2564
H -0.2070 2.4884 -0.1764
N -0.0430 -0.8592 0.0833
N -2.3471 -1.2714 0.0585
N -1.7188 1.1466 -0.2306
O 2.7723 -0.7034 -0.2923
```

SMILES = [H]/N=C1\N=CC(CO)=N1
E_HOMO = -10.3705 eV
E_tot = -394.79240 Eh
Charge = 0
Strongest force on any atom = 5.87 eV/Å
Orbital gap = 0.3652 Eh



# 3
ORCA calculation (ωB97M-V/def2-TZVPD) on a single C5H11NO molecule in a non-equilibrium geometry.

```
18
Properties=species:S:1:pos:R:3
C 0.9773 1.0955 -0.6310
O 2.3843 1.2511 -0.4738
C 0.5641 -0.3175 -0.2474
C -0.9563 -0.6187 -0.2561
C -1.6545 0.4068 0.5844
C -2.0030 0.1883 1.8400
N 1.4108 -1.2860 -0.9290
H 0.4580 1.7366 0.0776
H 0.7622 1.3642 -1.6643
H 2.7429 0.4413 -0.0971
H 0.8123 -0.3740 0.8263
H -1.0883 -1.6315 0.1308
H -1.2480 -0.6114 -1.3142
H -1.7201 1.3764 0.1064
H -2.0610 0.9409 2.6216
H -2.1531 -0.8066 2.2564
H 1.7584 -0.9459 -1.8139
H 1.0139 -2.2093 -1.0167
```

SMILES = C=CC[C@@H](N)CO
E_HOMO = -9.3129 eV
E_tot = -327.05481 Eh
Charge = 0
Strongest force on any atom = 1.05 eV/Å
Orbital gap = 0.3807 Eh



# 4
ORCA calculation (ωB97M-V/def2-TZVPD) on a molecular structure, C37H26BrCl3CrF5N3O3S4SeSi.

```
85
Properties=species:S:1:pos:R:3
Cr -0.2070 0.3090 -0.3560
C -6.3760 -0.6563 4.8460
C -5.0371 -0.0420 4.5430
C -3.8637 -0.6313 5.0064
C -2.6242 -0.1245 4.6556
C -2.5402 0.9929 3.8358
C -3.6985 1.6035 3.3859
C -4.9367 1.0844 3.7365
S -0.9505 1.6279 3.3177
O -1.2228 2.9218 2.7515
O -0.0998 1.5701 4.4900
N -0.5102 0.6456 2.1500
C 0.2539 -0.4507 2.3379
C 0.6395 -1.0768 3.5498
C 1.3963 -2.2190 3.5043
C 1.8093 -2.7562 2.2816
C 1.4294 -2.0837 1.1434
N 0.6678 -0.9892 1.1632
H -6.3718 -1.1681 5.8101
H -6.6366 -1.3913 4.0791
H -7.1653 0.0967 4.8604
H -3.9209 -1.5155 5.6326
H -1.7233 -0.6010 5.0191
H -3.6162 2.4760 2.7526
H -5.8374 1.5495 3.3509
H 0.3702 -0.6261 4.4910
H 1.6864 -2.6964 4.4344
H 2.4258 -3.6415 2.2185
H 1.7466 -2.4154 0.1638
C 2.9167 0.8454 -4.9520
C 2.1631 -0.2447 -4.2492
C 2.3437 -1.5916 -4.5387
C 1.6518 -2.5531 -3.8261
C 0.8020 -2.1159 -2.8189
Br -0.1843 -3.4220 -1.8507
N 0.6197 -0.8539 -2.5105
C 1.2765 0.0590 -3.2295
H 2.8807 0.7252 -6.0364
H 3.9635 0.8436 -4.6396
H 2.5073 1.8222 -4.6983
H 3.0287 -1.8921 -5.3248
H 1.7604 -3.6086 -4.0280
H 1.0860 1.0893 -2.9542
F 2.0039 6.6570 -3.9859
C 1.2433 5.6415 -3.5351
C 0.9468 4.5726 -4.3567
F 1.4258 4.5502 -5.6171
C 0.1549 3.5402 -3.8845
F -0.0969 2.5415 -4.7506
C -0.3593 3.5090 -2.5918
Se -1.4821 2.0998 -1.9683
C -0.0351 4.6061 -1.7961
F -0.4694 4.6789 -0.5376
C 0.7422 5.6570 -2.2478
F 1.0305 6.6942 -1.4447
Cl 2.9617 2.8296 -1.5484
Si 2.1977 1.2762 -0.2624
Cl 3.6282 -0.2814 -0.8079
Cl 3.0233 1.8668 1.5900
O -1.9499 -0.6097 -0.4033
C -3.1436 -1.2116 -0.2454
C -4.2527 -0.1522 -0.1446
C -4.0585 1.1433 0.2147
C -5.2609 1.9037 0.2156
C -6.3480 1.1683 -0.1425
S -5.9143 -0.4532 -0.4980
C -3.4344 -2.0992 -1.4600
C -3.9400 -3.3616 -1.5449
C -4.0288 -3.8291 -2.8876
C -3.5841 -2.9031 -3.7821
S -3.0476 -1.4723 -3.0100
C -3.1786 -2.0996 1.0084
C -2.1153 -2.7900 1.5049
C -2.4383 -3.5771 2.6431
C -3.7530 -3.4793 2.9856
S -4.5914 -2.4151 1.9390
H -3.0760 1.5324 0.4422
H -5.3022 2.9575 0.4559
H -7.3708 1.4970 -0.2383
H -4.2262 -3.9352 -0.6739
H -4.3911 -4.8093 -3.1674
H -3.5220 -3.0022 -4.8545
H -1.1369 -2.7115 1.0592
H -1.7172 -4.1729 3.1861
H -4.2602 -3.9461 3.8155
```

E_HOMO (alpha / beta) = -2.2646 / -2.5930 eV
Spin multiplicity = 5
E_tot = -11597.91622 Eh
Charge = -2
Strongest force on any atom = 0.45 eV/Å
Orbital gap (alpha / beta) = 0.2240 / 0.2361 Eh



# 5
ORCA calculation (ωB97M-V/def2-TZVPD) on a molecular structure, C14H17Cl11CuF15MgO15S5 in a non-equilibrium geometry.

```
79
Properties=species:S:1:pos:R:3
Cu -10.3061 -15.1954 -30.3219
Mg -8.7072 -16.9858 -34.4972
C -6.2824 -14.7579 -37.1313
F -5.3442 -14.6738 -38.0889
F -6.1146 -13.7813 -36.2552
F -7.4838 -14.7012 -37.7228
S -6.0997 -16.3849 -36.2925
O -7.0536 -16.3715 -35.2208
O -6.4148 -17.4282 -37.2976
O -4.7300 -16.4576 -35.9130
C -10.6246 -19.2517 -37.3478
F -11.5941 -19.3400 -38.2317
F -11.1473 -19.1272 -36.1437
F -9.8832 -20.3191 -37.3845
S -9.5047 -17.7597 -37.6405
O -9.3034 -17.2229 -36.2981
O -8.2248 -18.3325 -38.0914
O -10.1228 -16.8677 -38.5419
C -11.2317 -19.4839 -31.8609
F -10.3158 -19.5791 -30.8883
F -10.9385 -20.3846 -32.8028
F -12.4529 -19.7675 -31.3934
S -11.2002 -17.7910 -32.6360
O -10.2063 -17.9263 -33.7008
O -12.5251 -17.5369 -33.1159
O -10.7148 -16.9208 -31.5933
C -9.2554 -12.6548 -34.0244
F -9.5917 -11.6673 -33.1973
F -9.4733 -12.2092 -35.2655
F -8.0048 -12.9287 -33.8992
S -10.2739 -14.1341 -33.6426
O -11.5618 -13.8803 -34.1998
O -9.5597 -15.2241 -34.2694
O -10.1459 -14.2270 -32.2272
C -5.7551 -15.8799 -31.3453
F -5.3731 -15.7531 -30.0887
F -5.7182 -14.6673 -31.9242
F -4.9163 -16.6435 -32.0027
S -7.4308 -16.6658 -31.3558
O -7.1401 -17.9698 -30.8453
O -8.2738 -15.8438 -30.5174
O -7.8547 -16.6972 -32.7460
Cl -9.9655 -12.7969 -29.7400
C -9.5573 -11.1454 -29.2419
C -8.6529 -11.0885 -28.0454
Cl -7.1383 -11.9713 -28.2674
H -10.4480 -10.5336 -29.1044
H -9.0439 -10.6207 -30.0526
H -9.1042 -11.4892 -27.1448
H -8.4374 -10.0313 -27.8871
Cl -6.4287 -8.1695 -36.1601
C -6.2629 -9.8440 -36.7607
C -4.8367 -10.1793 -36.9473
Cl -3.9517 -10.1616 -35.4082
H -6.7400 -9.8419 -37.7331
H -6.7214 -10.5013 -36.0428
H -4.3484 -9.4710 -37.6143
H -4.6965 -11.1438 -37.4318
Cl -4.9825 -11.8239 -31.5048
C -5.6479 -10.2553 -30.9848
C -6.2218 -9.4948 -32.1569
Cl -7.1251 -8.0898 -31.4882
H -4.8876 -9.6394 -30.5153
H -6.4347 -10.5239 -30.2904
H -6.8963 -10.0798 -32.7702
H -5.4783 -9.0926 -32.8412
Cl -14.9624 -12.7030 -37.7983
C -13.3851 -12.7298 -36.9788
C -12.3909 -13.4666 -37.8298
Cl -11.9518 -12.5807 -39.3130
H -13.4915 -13.2911 -36.0570
H -13.0956 -11.7171 -36.7192
H -12.8417 -14.4013 -38.1617
H -11.5147 -13.7807 -37.2824
C -14.7018 -14.2116 -33.3354
Cl -15.9922 -13.6267 -34.4083
Cl -15.3666 -15.3046 -32.1407
Cl -13.9153 -12.8531 -32.5099
H -13.9481 -14.6717 -33.9582
```

E_HOMO (alpha / beta) = -7.5292 / -7.5292 eV
Spin multiplicity = 2
E_tot = -12064.16073 Eh
Charge = -1
Strongest force on any atom = 2.09 eV/Å
Orbital gap (alpha / beta) = 0.3400 / 0.1802 Eh



# 6
ORCA calculation (ωB97M-V/def2-TZVPD) on a single C6H9INPS molecule in a non-equilibrium geometry.

```
19
Properties=species:S:1:pos:R:3
C 1.2115 -0.8673 0.4658
C 0.0293 -0.2048 0.6211
C 1.0070 -2.0635 -0.4506
C -0.5074 -2.3050 -0.3624
C 0.3360 2.2814 0.2611
C -0.1980 1.1869 1.2602
N -0.9226 -0.8630 -0.0606
P 2.8536 -0.1450 0.9840
S 4.1509 -1.3397 0.1600
I -2.9651 -0.5832 0.2580
H 1.1270 -1.6327 -1.4309
H 1.6931 -2.8721 -0.4217
H -1.0468 -2.5320 -1.3648
H -0.7553 -2.9522 0.5495
H 1.2996 1.8119 0.0644
H 0.4988 3.1750 0.7358
H -0.1630 2.3178 -0.6130
H -1.1582 1.2786 1.6619
H 0.5250 1.2047 2.0120
```

E_HOMO (alpha / beta) = -5.8741 / -7.7459 eV
Spin multiplicity = 3
E_tot = -1325.87205 Eh
Charge = 0
Strongest force on any atom = 4.65 eV/Å
Orbital gap (alpha / beta) = 0.1692 / 0.1862 Eh



# 7
ORCA calculation (ωB97M-V/def2-TZVPD) on a gas-phase ion, C4H9N4 (charge +1) in a non-equilibrium geometry.

```
17
Properties=species:S:1:pos:R:3
C 0.0656 -1.0866 -0.5640
C -1.8518 0.6606 1.0389
C -0.3574 -0.2585 2.6593
C 1.6748 1.0064 -2.8011
N -0.5494 -1.1981 0.5614
N 0.4999 0.0540 -1.0770
N -0.9398 -0.1857 1.3367
N 1.1884 -0.0166 -2.1948
H 0.2658 -2.0383 -1.0651
H -2.2100 1.3547 1.7783
H -0.5895 -1.2301 3.0969
H 0.7277 -0.1817 2.5761
H -0.7347 0.5349 3.2988
H -2.2778 0.6744 0.0492
H 2.2298 0.8854 -3.7136
H 1.5151 1.9855 -2.3778
H 1.3434 -0.9604 -2.6022
```

E_HOMO = -12.6874 eV
E_tot = -376.47609 Eh
Charge = +1
Strongest force on any atom = 2.21 eV/Å
Orbital gap = 0.3200 Eh



# 8
ORCA calculation (ωB97M-V/def2-TZVPD) on a molecular structure, H3NO2S in a non-equilibrium geometry.

```
7
Properties=species:S:1:pos:R:3
N -0.1979 0.8604 -1.3453
O -2.1103 -1.7469 -0.3871
O -0.1831 0.2852 -0.0792
S -0.5014 -1.8549 -0.1347
H -1.1735 0.5263 -1.7621
H 0.7096 0.6264 -1.8230
H -2.5447 -1.5037 0.4064
```

E_HOMO (alpha / beta) = -8.9342 / -9.0196 eV
E_tot = -605.06714 Eh
Charge = 0
Strongest force on any atom = 3.30 eV/Å
Orbital gap (alpha / beta) = 0.2976 / 0.3001 Eh



# 9
ORCA calculation (ωB97M-V/def2-TZVPD) on a molecular structure, C5H7N in a non-equilibrium geometry.

```
13
Properties=species:S:1:pos:R:3
C 0.7161 -1.5265 0.0404
C 1.0568 0.3785 -0.0763
C 1.3605 1.6672 0.0506
C -0.2027 -0.4016 -0.3434
C -1.6022 -0.1754 0.2564
N 1.7903 -0.8658 0.1211
H 0.4518 -2.5290 0.1241
H 2.3180 2.0010 0.2358
H 0.5643 2.2891 -0.0404
H -0.3720 -0.3761 -1.4362
H -1.7263 -0.5075 1.3552
H -2.3190 -0.8033 -0.3678
H -2.0357 0.8495 0.0805
```

E_HOMO = -9.4606 eV
E_tot = -249.37608 Eh
Charge = 0
Strongest force on any atom = 3.47 eV/Å
Orbital gap = 0.3826 Eh



# 10
ORCA calculation (ωB97M-V/def2-TZVPD) on a molecular structure, C4H10Cl in a non-equilibrium geometry.

```
15
Properties=species:S:1:pos:R:3
Cl -1.2135 -0.1788 -0.1670
H -2.3502 -0.7209 0.6063
C -2.6951 -1.0798 1.7861
H -3.5569 -0.6611 2.2226
H -2.7623 -2.1652 1.8778
C -1.4193 -0.5965 2.4423
C -0.6041 -1.5794 3.2513
C 0.8366 -1.1285 3.5000
H -0.8199 -0.2866 1.5077
H -1.5075 0.3728 2.9595
H -1.0869 -1.6896 4.2188
H -0.6202 -2.5531 2.7545
H 1.3903 -1.8841 4.0802
H 1.3664 -1.0511 2.5452
H 0.9021 -0.1587 4.0341
```

E_HOMO (alpha / beta) = -9.4641 / -9.3320 eV
Spin multiplicity = 2
E_tot = -618.45934 Eh
Charge = 0
Strongest force on any atom = 4.44 eV/Å
Orbital gap (alpha / beta) = 0.3903 / 0.2484 Eh



# 11
ORCA calculation (ωB97M-V/def2-TZVPD) on a molecular structure, C2H3FK in a non-equilibrium geometry.

```
7
Properties=species:S:1:pos:R:3
C 0.5261 0.2680 -0.5437
C -0.5506 0.7889 0.0924
H 0.6924 0.0370 -1.5990
H -0.4732 1.1352 1.1297
H -1.4615 1.0480 -0.4652
F 1.8032 -1.1036 0.5423
K -0.5364 -2.1736 0.8435
```

E_HOMO (alpha / beta) = -6.6156 / -8.6649 eV
Spin multiplicity = 2
E_tot = -777.68820 Eh
Charge = 0
Strongest force on any atom = 1.77 eV/Å
Orbital gap (alpha / beta) = 0.2171 / 0.2920 Eh



# 12
ORCA calculation (ωB97M-V/def2-TZVPD) on a single C26H23NO5 molecule.

```
55
Properties=species:S:1:pos:R:3
C 4.3959 2.7366 -2.7312
H 5.3814 3.0513 -2.3832
H 4.3530 2.7418 -3.8170
H 3.6442 3.4093 -2.3132
O 4.1368 1.3971 -2.3297
C 4.2267 1.1467 -1.0219
O 4.5106 1.9802 -0.2035
C 3.9763 -0.3229 -0.7176
N 2.8668 -0.8549 -1.4666
C 2.7798 -2.1986 -1.7102
O 3.6697 -2.9963 -1.4968
C 1.4182 -2.4263 -2.2302
C 0.7973 -3.6050 -2.6059
C -0.5310 -3.5428 -2.9939
C -1.2145 -2.3341 -2.9957
C -0.5898 -1.1517 -2.6245
C 0.7347 -1.2111 -2.2444
C 1.6614 -0.1248 -1.7978
H 1.8532 0.5848 -2.6125
H 1.2687 0.4318 -0.9421
H -1.1330 -0.2206 -2.6062
H -2.2544 -2.3137 -3.2863
H -1.0452 -4.4452 -3.2904
H 1.3408 -4.5370 -2.5864
H 4.8672 -0.8715 -1.0609
C 3.8294 -0.5723 0.8062
C 2.4337 -0.2658 1.2602
C 2.0753 1.0196 1.6502
C 0.7573 1.3278 1.9323
C -0.2131 0.3434 1.8195
C 0.1319 -0.9527 1.4685
C 1.4546 -1.2518 1.2015
H 1.7248 -2.2589 0.9206
H -0.6326 -1.7104 1.3895
O -1.5385 0.6755 2.0917
C -2.4217 0.5865 1.0804
O -2.0970 0.3011 -0.0480
C -3.8136 0.9190 1.4701
C -4.6699 1.1971 0.4025
C -5.9912 1.5297 0.6126
C -6.4766 1.5794 1.9092
C -5.6387 1.2907 2.9703
C -4.3010 0.9573 2.7842
C -3.4637 0.6461 3.9842
H -2.7095 1.4170 4.1328
H -4.0860 0.5925 4.8746
H -2.9419 -0.3006 3.8630
H -6.0314 1.3234 3.9767
H -7.5087 1.8381 2.0943
H -6.6380 1.7471 -0.2236
H -4.2631 1.1459 -0.5963
H 0.4686 2.3269 2.2211
H 2.8315 1.7878 1.7044
H 4.0600 -1.6210 0.9940
H 4.5540 0.0584 1.3214
```

SMILES = COC(=O)[C@@H](Cc1ccc(OC(=O)c2ccccc2C)cc1)N1Cc2ccccc2C1=O
E_HOMO = -8.9919 eV
E_tot = -1435.59919 Eh
Charge = 0
Strongest force on any atom = 0.77 eV/Å
Orbital gap = 0.3455 Eh